Entry from the Open Molecules 2025 dataset: 5 unconnected molecules or ions with the total composition C40H84N2O14PS6 in a non-equilibrium geometry (the ωB97M-V functional and the def2-TZVPD basis).

E_tot in hartree: -5466.87344
HOMO-LUMO gap in eV: 6.79
Net charge: +1
ΔE to the lowest compared entry with this formula, charge and spin in kcal per mole: 216.9

Positions of all 147 atoms, in Å:
C -0.32 3.56 1.73
C -1.30 4.57 0.83
C -2.72 3.88 0.38
C -3.81 3.75 1.64
C -3.73 2.20 2.15
C -5.00 1.70 3.07
C -5.82 0.41 2.47
C -5.27 -1.05 3.08
C -3.71 -1.17 2.61
C -3.00 -2.64 2.99
C -1.41 -2.45 2.51
C -1.30 -2.96 0.97
C -1.42 -4.62 1.04
P -2.90 -5.33 0.04
S -3.67 -6.95 0.86
C -0.09 -5.42 0.59
C 1.31 -4.60 0.59
N 1.23 -3.10 0.70
C 2.58 -2.52 0.25
C 3.14 -2.71 -1.31
C 4.63 -2.05 -1.52
C 5.28 -1.36 -0.20
N 4.81 -1.23 1.21
C 3.46 -1.81 1.46
C 0.01 -2.45 0.09
C -0.19 -2.79 -1.52
C -1.65 -2.52 -2.17
C -1.93 -0.93 -2.63
C -2.84 -0.98 -4.02
C -4.46 -0.95 -3.73
C -4.99 -2.08 -2.66
S 0.08 -0.54 0.25
C 1.03 0.31 -1.10
O 0.79 -0.09 1.59
O -1.39 0.00 0.42
H -0.26 3.98 2.83
H 0.81 3.56 1.33
H -0.67 2.44 1.67
H -0.68 4.77 -0.17
H -1.41 5.63 1.34
H -2.45 2.82 -0.07
H -3.14 4.52 -0.51
H -4.85 4.06 1.18
H -3.46 4.54 2.44
H -2.77 2.14 2.86
H -3.49 1.44 1.26
H -5.71 2.63 3.20
H -4.59 1.44 4.16
H -5.60 0.39 1.30
H -6.96 0.57 2.64
H -5.98 -1.89 2.66
H -5.28 -0.94 4.24
H -3.09 -0.33 3.15
H -3.69 -1.09 1.43
H -3.58 -3.43 2.34
H -3.11 -2.91 4.12
H -1.20 -1.31 2.70
H -0.80 -3.17 3.25
H -2.35 -2.61 0.50
H -1.64 -4.93 2.18
H -3.96 -4.35 -0.06
H -2.52 -5.69 -1.33
H -0.26 -5.84 -0.52
H 0.04 -6.40 1.27
H 1.94 -5.00 -0.34
H 1.92 -4.97 1.54
H 1.17 -2.92 1.74
H 2.51 -3.25 -2.13
H 5.15 -2.07 -2.58
H 6.35 -0.86 -0.40
H 3.01 -1.74 2.56
H 0.06 -3.93 -1.78
H 0.58 -2.19 -2.21
H -1.63 -3.09 -3.22
H -2.57 -2.98 -1.61
H -2.60 -0.34 -1.86
H -0.94 -0.38 -2.94
H -2.60 0.05 -4.57
H -2.50 -1.82 -4.77
H -5.02 -1.11 -4.75
H -4.76 0.13 -3.33
H -4.67 -1.74 -1.57
H -4.45 -3.11 -2.89
H -6.17 -2.23 -2.67
H 1.70 -0.37 -1.78
H 1.78 1.11 -0.62
H 0.25 0.97 -1.72
O 2.82 2.02 -2.78
S 2.85 3.46 -2.86
O 1.65 4.25 -3.06
O 3.96 3.91 -3.96
C 3.84 3.41 -5.29
C 2.70 4.09 -6.03
C 3.68 4.09 -1.42
H 3.71 2.32 -5.28
H 4.78 3.62 -5.80
H 1.73 3.85 -5.59
H 2.68 3.78 -7.08
H 2.82 5.18 -5.99
H 4.61 3.53 -1.27
H 3.02 3.95 -0.56
H 3.88 5.15 -1.56
O -1.00 3.44 -7.65
S -1.96 3.09 -6.62
O -2.67 1.83 -6.63
O -3.04 4.30 -6.47
C -3.78 4.70 -7.62
C -4.85 3.68 -7.98
C -1.18 3.27 -5.03
H -3.11 4.88 -8.46
H -4.26 5.65 -7.38
H -4.40 2.73 -8.29
H -5.47 4.04 -8.80
H -5.49 3.47 -7.12
H -0.67 4.23 -5.00
H -0.46 2.46 -4.92
H -1.95 3.20 -4.26
O 2.97 7.05 4.22
S 4.17 6.35 3.83
O 4.37 5.87 2.47
O 4.44 5.12 4.86
C 3.41 4.15 5.04
C 3.31 3.22 3.84
C 5.58 7.34 4.27
H 2.45 4.64 5.24
H 3.67 3.56 5.92
H 2.98 3.76 2.95
H 2.59 2.42 4.03
H 4.28 2.78 3.61
H 5.47 7.68 5.30
H 5.62 8.19 3.59
H 6.49 6.73 4.15
O 4.52 -5.04 5.97
S 3.95 -5.79 4.86
O 2.53 -6.05 4.76
O 4.76 -7.19 4.70
C 4.83 -8.07 5.82
C 3.50 -8.77 6.06
C 4.48 -5.04 3.34
H 5.16 -7.53 6.71
H 5.59 -8.82 5.59
H 2.72 -8.05 6.35
H 3.59 -9.51 6.86
H 3.15 -9.26 5.15
H 5.55 -4.86 3.38
H 3.95 -4.09 3.24
H 4.22 -5.70 2.51



Entry from the Open Molecules 2025 dataset: a molecular structure, C40H86N2O14S7 in a non-equilibrium geometry (the ωB97M-V functional and the def2-TZVPD basis).

E_tot in hartree: -5524.35179
HOMO-LUMO gap in eV: 7.76
Net charge: 0
ΔE to the lowest compared entry with this formula, charge and spin in kcal per mole: 820.0

Positions of all 149 atoms, in Å:
C 0.92 -7.00 -0.22
C 1.63 -5.92 -1.07
N 0.67 -5.15 -2.03
C 1.26 -4.09 -2.77
C 2.01 -3.11 -1.83
C -0.14 -6.06 -2.95
C 0.67 -7.06 -3.79
H -0.11 -6.73 0.02
H 1.49 -7.29 0.66
H 0.73 -7.94 -0.74
H 1.90 -5.15 -0.34
H 2.45 -6.38 -1.62
H 2.01 -4.51 -3.45
H 0.54 -3.51 -3.36
H 2.37 -2.26 -2.41
H 1.32 -2.61 -1.15
H 2.91 -3.47 -1.33
H -0.71 -5.32 -3.51
H -1.01 -6.49 -2.45
H 1.32 -6.40 -4.35
H 0.05 -7.57 -4.53
H 1.17 -7.83 -3.19
C -0.87 2.08 -0.09
C -0.83 1.04 1.07
N -0.15 -0.30 0.77
C -0.31 -0.79 -0.63
C 0.62 -1.88 -1.04
C -0.51 -1.41 1.62
C -0.60 -1.17 3.09
H -1.60 1.68 -0.79
H 0.12 2.20 -0.53
H -1.33 3.02 0.21
H -0.27 1.55 1.85
H -1.84 0.91 1.48
H -1.29 -0.85 -1.09
H 0.18 -0.07 -1.29
H 0.26 -2.88 -0.80
H 0.61 -1.80 -2.12
H 1.67 -1.68 -0.81
H 0.27 -2.15 1.42
H -1.42 -1.87 1.23
H 0.31 -0.80 3.58
H -0.63 -2.09 3.68
H -1.50 -0.64 3.39
C 3.09 -0.26 -1.29
C 2.66 0.74 -0.19
C 2.96 2.06 -0.84
S 2.68 1.94 -2.65
O 3.88 2.21 -3.45
O 1.47 2.65 -2.94
C 2.23 0.10 -2.54
H 2.98 -1.31 -1.03
H 4.17 -0.20 -1.40
H 3.17 0.51 0.74
H 1.65 0.48 0.11
H 4.04 2.15 -0.72
H 2.46 2.99 -0.58
H 2.40 -0.45 -3.47
H 1.17 0.27 -2.37
C -1.60 4.35 2.21
C -1.34 3.92 3.58
C -2.05 4.78 4.65
S -3.71 5.19 3.89
O -3.73 6.67 4.01
O -4.84 4.38 4.33
C -3.11 4.61 2.17
H -1.28 3.61 1.48
H -1.05 5.28 2.08
H -0.26 3.93 3.73
H -1.69 2.91 3.77
H -1.41 5.64 4.86
H -2.33 4.32 5.60
H -3.50 5.35 1.47
H -3.68 3.72 1.90
C -0.02 1.61 5.88
C -0.07 1.00 4.54
C 1.36 1.32 3.89
S 1.93 2.92 4.58
O 1.70 4.08 3.75
O 3.11 2.78 5.51
C 0.50 3.00 5.81
H 0.63 1.07 6.57
H -1.00 1.47 6.34
H -0.91 1.47 4.02
H -0.20 -0.08 4.63
H 1.34 1.27 2.80
H 2.13 0.61 4.19
H -0.14 3.70 5.28
H 0.86 3.60 6.65
C 3.71 -3.16 1.33
C 3.58 -1.61 1.19
C 4.88 -0.98 0.80
S 5.88 -2.29 -0.01
O 7.00 -2.68 0.91
O 6.26 -1.93 -1.34
C 4.56 -3.66 0.10
H 2.74 -3.64 1.17
H 4.15 -3.63 2.21
H 3.06 -1.21 2.07
H 2.75 -1.37 0.52
H 5.39 -0.53 1.66
H 4.57 -0.22 0.08
H 5.11 -4.61 0.10
H 3.95 -3.51 -0.80
C -2.92 -3.04 -0.83
C -3.99 -3.49 -1.75
C -4.00 -2.45 -2.89
S -2.21 -2.10 -3.29
O -2.06 -0.69 -3.11
O -1.67 -2.72 -4.55
C -1.68 -2.92 -1.71
H -2.76 -3.82 -0.09
H -3.20 -2.19 -0.22
H -4.99 -3.59 -1.33
H -3.76 -4.53 -1.95
H -4.30 -1.44 -2.60
H -4.46 -2.66 -3.86
H -0.87 -2.37 -1.23
H -1.35 -3.91 -2.01
C 0.42 4.11 -2.59
C 0.65 3.73 -1.06
C 0.18 4.75 -0.10
S -0.03 6.29 -1.06
O 0.86 7.33 -0.51
O -1.46 6.43 -1.17
C 0.70 5.60 -2.64
H -0.61 3.79 -2.79
H 1.05 3.54 -3.27
H 1.72 3.50 -0.99
H 0.29 2.71 -0.96
H 1.01 4.86 0.60
H -0.71 4.52 0.48
H 1.72 5.98 -2.61
H 0.28 6.17 -3.46
C -4.38 1.76 -2.85
C -4.05 2.75 -1.73
C -3.40 1.97 -0.55
S -4.09 0.23 -0.70
O -5.40 0.38 0.00
O -3.10 -0.78 -0.51
C -4.34 0.33 -2.54
H -3.61 1.86 -3.62
H -5.25 2.12 -3.40
H -4.99 3.18 -1.39
H -3.55 3.54 -2.30
H -3.25 2.33 0.47
H -2.39 1.79 -0.91
H -5.15 -0.38 -2.73
H -3.46 -0.07 -3.03